No. 1
Computed, not measured: one molecule with the formula C4H10FN, with wB97M-V/def2-TZVPD.

```
16
Properties=species:S:1:pos:R:3:lowdin_charge:R:1
C 0.998 1.844 -0.471 -0.078
N 0.985 0.546 0.303 -0.035
C 0.038 -0.658 0.447 -0.592
C -0.135 -1.360 -0.855 -0.034
C -1.371 -0.234 0.961 -0.023
F 0.625 -1.396 1.445 0.021
H 1.835 1.931 -1.184 0.073
H 0.103 1.882 -1.198 0.096
H 0.913 2.563 0.245 0.023
H 1.849 0.197 0.472 0.042
H 0.740 -1.592 -1.468 0.088
H -0.930 -0.779 -1.491 0.124
H -0.564 -2.254 -0.585 0.047
H -1.864 0.176 0.118 0.051
H -1.971 -1.117 1.263 0.083
H -1.249 0.251 1.997 0.114
```

Properties
- relative energy (zero: lowest compared OMol25 entry of this formula, charge and spin) (kJ/mol) = 141.7
- F_max (eV/A) = 5.22
- structure (SMILES) = CNC(C)(C)F

No. 2
Computed, not measured: one molecule with the formula C2H3FIN, with wB97M-V/def2-TZVPD.

```
8
Properties=species:S:1:pos:R:3:lowdin_charge:R:1
F 0.884 -0.632 -3.140 -0.088
N -0.005 -0.616 -2.090 0.043
C 0.159 0.363 -1.259 -0.250
C -0.667 0.304 0.013 -0.610
I -0.953 2.317 0.677 0.775
H 0.880 1.137 -1.170 0.072
H -1.506 -0.271 0.089 0.014
H 0.086 -0.040 0.730 0.045
```

Properties
- relative energy (zero: lowest compared OMol25 entry of this formula, charge and spin) (kJ/mol) = 208.9
- F_max (eV/A) = 3.93
- structure (SMILES) = F/N=C/CI

No. 3
Computed, not measured: C6H16AgF5N2O12S3 as an isolated structure, with wB97M-V/def2-TZVPD.

```
45
Properties=species:S:1:pos:R:3:lowdin_charge:R:1
N 22.839 -8.717 5.727 0.263
H 22.633 -9.734 5.649 0.074
H 22.637 -8.647 6.737 0.072
H 22.191 -8.126 5.212 0.071
H 23.822 -8.619 5.460 0.013
Ag 25.834 -10.562 5.836 0.740
N 25.425 -8.288 5.145 -0.366
S 26.319 -7.181 5.807 0.449
O 25.862 -5.802 5.854 -0.276
O 27.719 -7.492 5.745 -0.286
F 25.920 -7.605 7.312 -0.201
S 25.379 -7.498 3.642 0.532
O 26.592 -7.082 2.990 -0.266
O 24.160 -6.799 3.374 -0.267
F 25.098 -8.852 2.846 -0.205
C 19.826 -8.528 10.108 -0.649
F 18.890 -7.861 9.452 0.099
F 20.535 -7.665 10.864 0.101
F 19.130 -9.487 10.759 0.102
S 21.001 -9.331 8.839 0.488
O 21.906 -10.093 9.673 -0.307
O 20.224 -10.273 8.071 -0.300
O 21.614 -8.237 8.057 -0.367
C 23.634 -12.079 6.959 -0.961
O 22.948 -12.928 7.609 -0.113
O 24.464 -11.351 7.626 -0.197
O 22.884 -11.508 6.043 -0.204
C 18.488 -6.982 4.635 -0.067
C 19.934 -7.211 5.100 -0.306
O 20.749 -7.764 4.056 -0.100
H 18.259 -8.041 4.521 0.076
H 18.546 -6.336 3.758 0.068
H 17.893 -6.426 5.357 0.073
H 19.967 -7.984 5.867 0.096
H 20.298 -6.248 5.464 0.119
H 20.891 -7.079 3.396 0.094
C 21.213 -11.797 3.466 -0.112
C 19.894 -11.312 4.044 -0.303
O 20.113 -10.650 5.284 -0.077
H 21.924 -10.976 3.377 0.063
H 21.080 -12.235 2.473 0.056
H 21.649 -12.558 4.114 0.066
H 19.206 -12.158 4.052 0.102
H 19.654 -10.479 3.375 0.093
H 19.864 -9.732 5.199 0.020
```

Properties
- relative energy (zero: lowest compared OMol25 entry of this formula, charge and spin) (kJ/mol) = 0.0
- total charge = -2
- F_max (eV/A) = 8.04

No. 4
Computed, not measured: a 6-piece molecular cluster, H11O5S overall, with wB97M-V/def2-TZVPD.

```
17
Properties=species:S:1:pos:R:3:lowdin_charge:R:1
S -0.107 -2.263 0.430 0.060
H 0.687 -3.317 0.733 -0.368
H -2.229 -0.634 -0.412 0.000
H -1.479 0.166 0.632 -0.035
O -2.142 0.264 -0.052 -0.100
H -0.427 2.054 0.286 0.002
H 0.490 1.852 1.470 -0.017
O 0.185 2.520 0.843 -0.073
H -0.098 -0.232 2.883 0.034
H 0.712 -0.387 1.660 -0.081
O 0.535 0.264 2.364 -0.116
H 1.477 1.093 -0.233 -0.009
H 1.146 -0.516 -0.372 -0.127
O 1.635 0.264 -0.688 -0.122
H 0.378 -0.651 -3.692 0.019
H -0.433 -0.372 -2.472 -0.007
O -0.331 -0.103 -3.380 -0.061
```

Properties
- relative energy (zero: lowest compared OMol25 entry of this formula, charge and spin) (kJ/mol) = 73.2
- total charge = -1
- F_max (eV/A) = 1.32

No. 5
Computed, not measured: one molecule with the formula C3H6N4, with wB97M-V/def2-TZVPD.

```
13
Properties=species:S:1:pos:R:3:lowdin_charge:R:1
H 1.499 -0.658 -1.217 0.070
N 2.264 -0.991 -0.512 0.054
C 2.040 -0.005 0.389 -0.342
N 1.362 1.097 -0.030 0.039
C 0.092 0.853 -0.055 -0.217
N -0.611 -0.324 0.335 -0.017
C -2.026 -0.713 0.194 -0.203
N -2.922 0.232 -0.275 0.034
H -2.248 1.104 -0.114 0.036
H 2.226 -0.019 1.477 0.120
H -0.613 1.692 -0.526 0.152
H 0.068 -1.137 0.490 0.128
H -2.208 -1.886 0.102 0.146
```

Properties
- relative energy (zero: lowest compared OMol25 entry of this formula, charge and spin) (kJ/mol) = 361.8
- F_max (eV/A) = 6.67
- structure (SMILES) = [H]/N=C\N=C/N/C=N\[H]

No. 6
Computed, not measured: one molecule with the formula C5H4O2, with wB97M-V/def2-TZVPD.

```
11
Properties=species:S:1:pos:R:3:lowdin_charge:R:1
O 1.046 1.541 -1.997 0.111
C 0.609 0.857 -1.111 -0.444
C -0.580 1.108 -0.307 0.010
C -1.000 0.219 0.617 -0.057
C -0.255 -0.986 0.857 -0.068
C 0.876 -1.168 0.153 -0.103
O 1.305 -0.313 -0.792 0.078
H -1.097 2.042 -0.500 0.120
H -1.894 0.418 1.202 0.114
H -0.568 -1.716 1.593 0.107
H 1.561 -2.000 0.285 0.131
```

Properties
- relative energy (zero: lowest compared OMol25 entry of this formula, charge and spin) (kJ/mol) = 0.2
- F_max (eV/A) = 0.48
- structure (SMILES) = O=c1cccco1

Calculated E_HOMO (eV), listed in the same order as above: -8.3879 -9.9891 -0.2904 -4.3375 -9.7963 -9.1843